{
  "formula": "C2H29O13",
  "method": "ωB97M-V/def2-TZVPD",
  "total_charge": -1,
  "orbital_gap_ha": 0.268,
  "e_above_lowest_kj_mol": 138.0,
  "e_homo_ha": -0.2088,
  "max_force_ev_per_a": 2.3,
  "symbols": ["C", "C", "O", "H", "H", "H", "H", "H", "O", "H", "H", "O", "H", "H", "O", "H", "H", "O", "H", "H", "O", "H", "H", "O", "H", "H", "O", "H", "H", "O", "H", "H", "O", "H", "H", "O", "H", "H", "O", "H", "H", "O", "H", "H"],
  "coordinates": [[0.938, -0.804, -0.557], [-0.326, -0.077, -0.777], [-1.363, -0.153, 0.173], [0.877, -1.891, -0.601], [1.530, -0.567, 0.327], [1.644, -0.540, -1.344], [-0.629, -0.510, -1.730], [-0.148, 0.980, -0.979], [-2.829, -2.642, -0.462], [-2.849, -2.742, -1.413], [-2.291, -1.864, -0.314], [-1.939, 2.576, 0.439], [-1.647, 2.861, -0.427], [-1.675, 1.657, 0.491], [2.208, 1.756, -2.977], [2.008, 1.694, -2.043], [3.094, 1.401, -3.057], [-2.508, 0.945, -3.954], [-1.630, 0.678, -4.228], [-2.374, 1.380, -3.112], [1.077, 3.836, -0.962], [0.798, 3.309, -0.213], [2.033, 3.822, -0.922], [3.102, 0.847, 1.656], [3.935, 1.058, 1.234], [2.552, 1.615, 1.498], [2.386, -1.557, 2.690], [2.434, -0.647, 2.399], [2.573, -1.519, 3.628], [-3.166, -1.378, 2.202], [-2.421, -0.977, 1.753], [-3.578, -1.930, 1.537], [-0.074, -3.049, 1.774], [-0.265, -2.217, 1.339], [0.667, -2.856, 2.347], [-4.101, 0.463, -1.048], [-4.021, -0.279, -1.648], [-3.265, 0.488, -0.584], [-0.904, 0.962, 2.834], [-1.163, 0.544, 2.013], [0.046, 0.854, 2.869], [4.086, -1.922, 0.242], [3.881, -2.104, -0.675], [3.297, -1.503, 0.586]],
  "mulliken_charge": [-1.52, 0.42, -0.41, 0.52, 0.12, 0.45, 0.09, -0.03, -0.71, 0.29, 0.17, -0.71, 0.35, 0.27, -0.59, 0.26, 0.31, -0.65, 0.31, 0.33, -0.64, 0.34, 0.29, -0.60, 0.28, 0.28, -0.55, 0.29, 0.26, -0.71, 0.25, 0.35, -0.65, 0.34, 0.31, -0.70, 0.29, 0.38, -0.66, 0.30, 0.27, -0.69, 0.30, 0.39]
}